#A
C5H12NOS | wB97M-V/def2-TZVPD

```
! RIJCOSX wB97M-V def2-TZVPD def2/J DEFGRID3
* xyz -1 1
C -0.97069 2.60494 -1.96755
S -0.25127 0.99661 -2.42024
C -0.77405 0.20680 -0.81344
C 0.00511 -0.90095 -0.12248
C -0.25837 -1.13444 1.36825
N 0.06721 -2.48893 1.69216
C 0.84872 -0.02834 2.12628
O 1.66761 -0.70777 2.87772
H -0.54769 3.35404 -2.68151
H -2.09724 2.63096 -1.96928
H -0.62013 2.76479 -0.93755
H -0.96834 0.94984 -0.00974
H -1.76474 -0.19183 -1.02399
H 1.08970 -0.69064 -0.22810
H -0.13522 -1.89469 -0.60793
H -1.22798 -0.81396 1.77212
H 0.40900 -2.53642 2.64498
H 0.82013 -2.87896 1.14441
H 0.18277 0.72518 2.60045
H 1.39740 0.49682 1.26549
*
```

Properties
gap between HOMO and LUMO = 0.199 hartree
LUMO = 2.984 eV
SMILES = CSCC[C@@H](N)C[O-]
highest occupied orbital energy = -2.42 eV

Here are the Löwdin charges for atoms 1 to 4, given in e: C -0.4660; S 0.7264; C -0.5018; C -0.2902

#B
C5H12NOS | wB97M-V/def2-TZVPD

```
! RIJCOSX wB97M-V def2-TZVPD def2/J DEFGRID3
* xyz -1 1
O -3.50674 -2.39171 -0.91304
C -2.43288 -2.08908 -0.17521
C -1.40466 -1.19284 -0.94041
N -0.76872 -0.18184 -0.08398
C -0.20696 0.94036 -0.77750
C 0.50473 1.92483 0.14008
C 1.33965 1.30422 1.23258
S 2.93471 0.63441 0.63892
H -1.83230 -3.00641 0.13087
H -2.61079 -1.54238 0.78421
H -2.00418 -0.69049 -1.70077
H -0.65489 -1.81496 -1.43599
H -0.05553 -0.67005 0.44565
H 0.45933 0.67888 -1.62856
H -1.01880 1.47570 -1.27526
H -0.23716 2.59353 0.61004
H 1.11045 2.62910 -0.43835
H 1.63960 2.00581 2.00413
H 0.74432 0.53993 1.73862
H 2.52778 -0.58141 0.31406
*
```

Properties
gap between HOMO and LUMO = 0.182 hartree
LUMO = 2.796 eV
SMILES = [O-]CCNCCCS
highest occupied orbital energy = -2.17 eV

Here are the Löwdin charges for atoms 1 to 4, given in e: O -0.3761; C -0.5773; C -0.2399; N -0.0922

Verdict on stability: #B comes out on top.

#A
H2N2O3S | wB97M-V/def2-TZVPD

```
! RIJCOSX wB97M-V def2-TZVPD def2/J DEFGRID3
* xyz 0 1
N 0.64140 -0.59984 1.46393
N -0.95418 1.75647 -1.46995
O -1.25081 1.48234 -2.56409
O -0.18489 0.98643 -0.81537
O -0.32845 -2.21398 -0.02544
S 0.71686 -1.26038 -0.04102
H 1.52879 -0.09776 1.65845
H -0.16872 -0.05326 1.79349
*
```

Properties
gap between HOMO and LUMO (spin up / spin down) = 0.330 / 0.209 hartree
LUMO (spin up / spin down) = -1.144 / -2.479 eV
highest occupied orbital energy (spin up / spin down) = -10.12 / -8.16 eV

Here are the Löwdin charges for atoms 1 to 4, given in e: N -0.2407; N -0.1926; O 0.0374; O -0.1828

#B
H2N2O3S | wB97M-V/def2-TZVPD

```
! RIJCOSX wB97M-V def2-TZVPD def2/J DEFGRID3
* xyz 0 1
N 0.16714 0.02031 -0.88260
N -0.36081 0.29268 1.32520
O -2.27377 1.27770 -0.12789
O -1.97468 -1.19598 0.00067
O 0.66691 0.47993 0.38322
S -1.43845 0.11290 -0.03501
H 0.45183 0.68965 -1.49388
H -0.30883 -0.55066 1.99058
*
```

Properties
gap between HOMO and LUMO = 0.383 hartree
LUMO = 0.461 eV
highest occupied orbital energy = -9.96 eV

Here are the Löwdin charges for atoms 1 to 4, given in e: N -0.0171; N -0.1082; O -0.2695; O -0.2781

Verdict on stability: #A comes out on top.

#A
H2N2O3S | wB97M-V/def2-TZVPD

```
! RIJCOSX wB97M-V def2-TZVPD def2/J DEFGRID3
* xyz 0 1
N 0.64044 -2.01262 1.06337
N 0.87349 -1.73046 -0.02265
O -0.63447 1.19894 0.93571
O -1.48620 2.57387 -0.68295
O 0.52735 -0.45124 -0.85367
S -1.11203 2.55002 0.70600
H 1.14370 -2.23903 -0.88425
H 0.04772 0.11053 -0.26155
*
```

Properties
gap between HOMO and LUMO = 0.269 hartree
LUMO = -1.887 eV
highest occupied orbital energy = -9.20 eV

Here are the Löwdin charges for atoms 1 to 4, given in e: N 0.1240; N -0.1954; O -0.4594; O -0.4144

#B
H2N2O3S | wB97M-V/def2-TZVPD

```
! RIJCOSX wB97M-V def2-TZVPD def2/J DEFGRID3
* xyz 0 1
N 1.00743 0.11763 0.04292
N -2.75823 -0.53876 -0.16654
O -2.69582 0.66416 0.00450
O -1.55332 -1.13521 -0.05980
O 3.35040 0.57362 -0.01989
S 2.30695 -0.13694 -0.71214
H -0.70746 -0.50881 0.19224
H 1.05004 0.96430 0.71870
*
```

Properties
gap between HOMO and LUMO = 0.318 hartree
LUMO = -1.643 eV
highest occupied orbital energy = -10.30 eV

Here are the Löwdin charges for atoms 1 to 4, given in e: N -0.3303; N -0.1128; O -0.0417; O -0.0938

Verdict on stability: #A comes out on top.

#A
C2H8O4 | wB97M-V/def2-TZVPD

```
! RIJCOSX wB97M-V def2-TZVPD def2/J DEFGRID3
* xyz 0 1
C 0.22357 -0.16977 1.85708
C 0.08240 0.76271 0.54365
O -0.02930 0.26779 -0.58426
O -0.11942 2.02469 0.88494
H -0.44602 -1.07997 1.67547
H 1.30317 -0.47671 1.98677
H -0.00330 0.38159 2.78144
H -0.85990 2.30201 0.33001
O 5.39849 -0.20146 -5.34471
H 4.45712 -0.24363 -5.34840
H 5.74452 0.34287 -4.58306
O -4.90825 -1.12926 1.85115
H -5.22868 -1.41631 2.71819
H -5.61439 -1.36455 1.23172
*
```

Properties
gap between HOMO and LUMO = 0.408 hartree
LUMO = 0.620 eV
SMILES = CC(=O)O.O.O
highest occupied orbital energy = -10.48 eV

Here are the Löwdin charges for atoms 1 to 4, given in e: C 0.0037; C -0.5291; O 0.0558; O 0.0954

#B
C2H8O4 | wB97M-V/def2-TZVPD

```
! RIJCOSX wB97M-V def2-TZVPD def2/J DEFGRID3
* xyz 0 1
C -0.36913 -1.75508 0.77368
C 0.29629 -0.68358 -0.05105
O -0.22416 -0.12699 -0.96951
O 1.60834 -0.56988 0.27273
H -0.27981 -2.64679 0.15161
H 0.06327 -1.81818 1.76663
H -1.38858 -1.34099 0.80618
H 2.39877 -0.06244 0.44687
O 2.92809 1.84829 1.51696
H 2.89058 2.49139 0.78391
H 2.19530 1.26817 1.24883
O -3.39964 0.86102 -1.98955
H -2.66602 1.46044 -2.10258
H -4.05329 1.07462 -2.65471
*
```

Properties
gap between HOMO and LUMO = 0.415 hartree
LUMO = 0.517 eV
SMILES = CC(=O)O.O.O
highest occupied orbital energy = -10.78 eV

Here are the Löwdin charges for atoms 1 to 4, given in e: C 0.0182; C -0.5731; O 0.1159; O 0.0627

Verdict on stability: #A comes out on top.